{
  "formula": "C4H12O3",
  "method": "wB97M-V/def2-TZVPD",
  "symbols": ["C", "O", "C", "C", "C", "O", "H", "H", "H", "H", "H", "H", "H", "H", "H", "H", "H", "H", "O"],
  "coordinates": [[-1.02607, -0.98701, -1.19443], [-1.69586, -0.52398, -2.28738], [-0.06777, 0.21960, -0.70379], [1.10865, -0.37442, 0.03129], [2.16492, 0.77569, 0.26017], [0.75343, -1.04037, 1.17786], [-1.69286, -1.25263, -0.37867], [-0.46065, -1.81299, -1.60785], [-2.39575, 0.11483, -2.06223], [0.07730, 0.85159, -1.56842], [-0.69825, 0.81877, -0.03048], [1.63184, -1.12575, -0.56248], [2.96103, 0.29624, 0.81117], [2.52142, 1.04600, -0.72877], [1.78191, 1.56430, 0.88710], [0.49115, -0.42724, 1.87988], [-1.70085, 0.02686, 1.51457], [-1.73629, 0.94371, 2.74220], [-2.01728, 0.88681, 1.82027]],
  "spin_multiplicity": 2,
  "lumo_energy_ha": [-0.115, -0.342],
  "e_above_lowest_kj_mol": 145.6,
  "total_charge": 1,
  "homo_ha": [-0.578, -0.566],
  "energy_ev": -10474.75237,
  "s2": 0.7555
}